Record 1
A 9-piece molecular cluster, C36H80BrN5O12Si overall in a non-equilibrium geometry, computed with ωB97M-V/def2-TZVPD.

Molar mass (g/mol): 883.0
SMILES: CC(=O)N(C)[C@]1(CC(N)(N)N)OC(=O)[C@H](CN)[C@@]1(CCCCCCCC[Si](C)(C)c1ccccc1)CC(=O)Br.CO.CO.CO.CO.CO.CO.CO.CO
Highest occupied orbital energy (eV): -7.66
Strongest force on any atom (eV Å⁻¹): 9.18
Calculated total energy (eV): -148547.54271
Relative energy (zero: lowest compared OMol25 entry of this formula, charge and spin) (eV): 20.191

ORCA input file:
```
! wB97M-V def2-TZVPD RIJCOSX def2/J DEFGRID3
* xyz 0 1
C 7.943 -1.316 1.228
C 6.380 -0.725 1.325
O 6.288 0.566 1.662
N 5.284 -1.703 1.083
C 4.681 -2.360 2.235
C 4.508 -1.526 -0.183
C 4.157 -3.042 -0.611
C 3.899 -3.485 -2.114
N 4.336 -2.652 -3.267
N 2.402 -3.796 -2.331
N 4.579 -4.861 -2.307
O 5.657 -1.095 -1.058
C 5.485 0.060 -1.946
O 6.276 0.399 -2.965
C 4.084 0.684 -1.361
C 4.540 2.183 -0.922
N 4.958 3.039 -2.138
C 3.333 -0.327 -0.256
C 2.898 0.367 1.182
C 1.496 -0.149 1.833
C 1.346 -1.740 2.122
C -0.260 -2.093 2.432
C -0.751 -3.430 1.614
C -1.617 -3.105 0.242
C -3.018 -2.285 0.564
C -3.410 -1.182 -0.592
Si -3.873 0.560 0.096
C -5.733 0.598 0.590
C -2.775 0.930 1.675
C -3.352 1.851 -1.234
C -3.582 1.649 -2.853
C -3.050 2.807 -3.933
C -2.260 4.190 -3.426
C -2.071 4.372 -1.777
C -2.598 3.225 -0.683
C 2.049 -0.798 -1.163
C 0.915 0.331 -1.474
O -0.192 -0.116 -2.135
Br 0.943 2.280 -1.070
H 8.490 -0.858 2.185
H 8.494 -0.991 0.248
H 7.937 -2.486 1.413
H 4.358 -1.564 3.065
H 5.524 -3.007 2.785
H 3.776 -3.075 2.109
H 5.034 -3.726 -0.172
H 3.204 -3.372 0.032
H 5.369 -2.558 -3.378
H 3.853 -2.913 -4.155
H 2.239 -4.166 -3.296
H 2.136 -4.481 -1.589
H 5.512 -4.646 -2.765
H 4.043 -5.368 -3.065
H 3.490 0.896 -2.375
H 5.506 2.192 -0.220
H 3.739 2.827 -0.365
H 4.772 2.531 -3.031
H 4.299 3.874 -2.176
H 2.770 1.553 1.105
H 3.730 0.241 2.029
H 0.516 0.200 1.264
H 1.418 0.390 2.897
H 1.660 -2.463 1.263
H 1.947 -1.981 3.122
H -0.975 -1.211 2.146
H -0.392 -2.306 3.585
H 0.181 -4.066 1.265
H -1.370 -4.151 2.336
H -0.938 -2.554 -0.546
H -1.923 -4.153 -0.232
H -3.896 -3.093 0.551
H -3.010 -1.853 1.662
H -4.280 -1.646 -1.252
H -2.477 -1.084 -1.312
H -5.958 1.493 1.344
H -5.942 -0.389 1.228
H -6.484 0.561 -0.308
H -1.661 0.883 1.297
H -2.985 0.150 2.525
H -3.003 2.034 1.994
H -4.111 0.676 -3.274
H -3.217 2.625 -5.090
H -1.847 5.002 -4.196
H -1.543 5.342 -1.388
H -2.375 3.453 0.450
H 2.502 -1.084 -2.231
H 1.501 -1.762 -0.789
C -5.847 -1.619 -3.482
O -6.234 -0.304 -3.130
H -4.769 -1.723 -3.337
H -6.369 -2.337 -2.845
H -6.090 -1.803 -4.532
H -7.194 -0.241 -3.269
C 1.841 5.811 -2.985
O 3.171 5.629 -2.537
H 1.190 5.108 -2.461
H 1.519 6.833 -2.769
H 1.789 5.621 -4.060
H 3.725 6.266 -3.019
C -6.570 -2.864 2.783
O -6.888 -2.583 1.433
H -5.486 -2.824 2.909
H -7.038 -2.119 3.431
H -6.928 -3.864 3.042
H -7.856 -2.626 1.352
C -5.638 -0.612 6.095
O -5.463 -0.660 4.691
H -5.280 -1.548 6.530
H -5.064 0.222 6.507
H -6.699 -0.487 6.327
H -5.790 0.183 4.333
C -4.521 3.674 -7.701
O -3.190 3.492 -7.252
H -5.172 2.971 -7.177
H -4.842 4.696 -7.485
H -4.573 3.484 -8.776
H -2.636 4.129 -7.735
C 10.549 -3.485 -0.519
O 11.395 -3.134 0.561
H 9.706 -4.064 -0.136
H 10.176 -2.578 -1.001
H 11.107 -4.089 -1.238
H 12.133 -2.620 0.191
C -0.501 5.650 2.446
O -1.266 4.466 2.317
H -1.176 6.508 2.473
H 0.076 5.613 3.374
H 0.172 5.745 1.590
H -0.640 3.722 2.296
C -8.038 1.563 8.346
O -7.863 1.515 6.941
H -7.680 0.627 8.781
H -7.464 2.396 8.757
H -9.099 1.687 8.578
H -8.190 2.358 6.584
*
```


Record 2
A 8-piece molecular cluster, C36H82Cl6O15 overall in a non-equilibrium geometry, computed with ωB97M-V/def2-TZVPD.

Molar mass (g/mol): 967.8
SMILES: COCCOCCOC.COCCOCCOC.COCCOCCOC.COCCOCCOC.COCCOCCOC.ClCCCl.ClCCCl.ClCCCl
Highest occupied orbital energy (eV): -9.39
Strongest force on any atom (eV Å⁻¹): 3.48
Calculated total energy (eV): -144498.56039

ORCA input file:
```
! wB97M-V def2-TZVPD RIJCOSX def2/J DEFGRID3
* xyz 0 1
C 10.640 16.623 13.992
O 10.556 16.083 15.274
C 11.871 15.636 15.807
C 11.660 14.857 17.048
O 11.375 15.649 18.147
C 10.822 14.864 19.207
C 11.139 15.629 20.509
O 12.532 15.699 20.742
C 12.729 16.283 21.982
H 10.870 15.833 13.259
H 11.422 17.368 13.856
H 9.695 17.111 13.690
H 12.561 16.434 15.990
H 12.373 14.991 15.083
H 12.577 14.271 17.209
H 10.831 14.129 16.849
H 11.412 13.955 19.151
H 9.763 14.720 19.069
H 10.648 15.191 21.376
H 10.718 16.652 20.461
H 11.992 15.898 22.726
H 12.567 17.417 21.952
H 13.740 16.054 22.303
C 10.725 12.453 24.334
O 10.528 12.701 22.939
C 9.442 11.859 22.558
C 9.067 12.063 21.089
O 10.130 12.073 20.142
C 10.845 10.844 19.925
C 12.125 11.190 19.214
O 13.287 11.253 19.967
C 13.294 12.315 20.887
H 9.809 12.860 24.863
H 11.663 13.004 24.709
H 10.892 11.390 24.454
H 8.517 12.090 23.065
H 9.749 10.809 22.696
H 8.637 13.038 20.963
H 8.257 11.352 20.828
H 10.184 10.181 19.318
H 10.985 10.437 20.927
H 11.967 12.140 18.703
H 12.413 10.479 18.348
H 12.814 13.242 20.578
H 14.238 12.557 21.206
H 12.731 12.054 21.838
C 19.460 17.065 20.926
O 18.292 16.251 20.580
C 17.365 17.026 19.811
C 16.239 16.093 19.399
O 16.576 15.102 18.440
C 15.684 14.035 18.477
C 15.978 13.198 17.299
O 15.391 13.916 16.151
C 15.843 13.283 14.983
H 19.138 17.946 21.554
H 19.917 17.338 19.985
H 20.151 16.369 21.466
H 18.000 17.385 18.955
H 16.960 17.907 20.336
H 15.389 16.723 18.984
H 15.911 15.594 20.268
H 14.670 14.387 18.436
H 15.766 13.531 19.448
H 15.483 12.186 17.484
H 17.065 13.118 17.226
H 15.212 13.510 14.140
H 15.656 12.149 15.194
H 16.935 13.456 14.945
C 8.135 12.391 14.868
O 7.549 12.407 16.194
C 8.166 13.324 17.034
C 7.206 13.464 18.156
O 7.537 14.576 18.997
C 6.681 14.601 20.100
C 6.958 15.849 20.947
O 8.240 15.645 21.495
C 8.588 16.755 22.291
H 7.704 11.498 14.394
H 9.239 12.273 14.835
H 7.935 13.287 14.325
H 8.436 14.262 16.528
H 9.129 12.973 17.465
H 7.267 12.506 18.668
H 6.230 13.565 17.734
H 6.801 13.734 20.718
H 5.648 14.598 19.734
H 6.244 15.959 21.763
H 6.914 16.860 20.434
H 9.466 16.528 22.814
H 7.787 17.027 22.981
H 8.698 17.638 21.574
C 10.052 10.806 27.408
O 8.741 11.191 27.096
C 8.311 12.243 27.994
C 8.128 13.612 27.363
O 9.323 14.343 27.116
C 9.075 15.657 26.702
C 10.381 16.161 26.099
O 10.319 17.535 25.717
C 10.183 18.431 26.751
H 10.124 10.015 28.155
H 10.594 11.606 27.790
H 10.649 10.519 26.579
H 9.016 12.314 28.862
H 7.353 11.902 28.307
H 7.544 14.232 28.120
H 7.594 13.615 26.440
H 8.751 16.398 27.542
H 8.336 15.660 25.870
H 10.585 15.496 25.282
H 11.086 16.037 26.950
H 10.382 19.461 26.336
H 11.021 18.256 27.472
H 9.201 18.356 27.235
Cl 8.452 19.799 15.923
C 8.706 18.598 17.172
C 7.658 17.456 17.192
Cl 6.027 17.938 17.757
H 8.899 19.098 18.155
H 9.657 18.228 16.945
H 8.031 16.606 17.780
H 7.519 17.113 16.169
Cl 17.466 25.637 10.887
C 16.450 24.381 11.528
C 14.971 24.427 10.938
Cl 14.114 22.844 11.369
H 16.302 24.625 12.591
H 16.782 23.353 11.301
H 15.006 24.285 9.834
H 14.266 25.152 11.309
Cl 14.345 19.660 19.798
C 13.006 18.676 19.035
C 12.891 19.032 17.607
Cl 11.731 20.409 17.340
H 12.112 18.996 19.539
H 13.150 17.619 19.187
H 12.496 18.220 16.985
H 13.839 19.330 17.160
*
```


Record 3
A 6-piece molecular cluster, C36H82N3O5 overall in a non-equilibrium geometry, computed with ωB97M-V/def2-TZVPD.

Molar mass (g/mol): 637.1
Highest occupied orbital energy (eV): -8.83
Strongest force on any atom (eV Å⁻¹): 5.66
Calculated total energy (eV): -53355.98903

ORCA input file:
```
! wB97M-V def2-TZVPD RIJCOSX def2/J DEFGRID3
* xyz 1 1
C 0.754 4.513 5.979
C 0.186 3.103 6.550
C 0.780 2.971 8.064
C -1.422 3.054 6.647
N -2.094 2.442 5.424
C -1.576 2.968 4.116
N -3.472 2.835 5.506
C -2.057 0.940 5.574
C -2.225 0.140 4.161
C -2.764 -1.320 4.547
C -2.824 -2.369 3.332
C -1.708 -2.167 2.197
C -1.146 -3.572 1.588
C 0.306 -3.268 0.918
C 0.276 -2.104 -0.185
C -0.422 -2.674 -1.516
C 0.250 -2.114 -2.896
C 0.656 -0.569 -2.813
C 1.061 0.075 -4.252
N -0.126 0.804 -4.816
C -0.475 2.178 -4.508
C -1.800 2.429 -5.310
C -2.122 1.093 -6.078
C -0.990 0.096 -5.731
H 0.890 4.422 4.840
H -0.086 5.283 6.137
H 1.694 4.869 6.520
H 0.592 2.196 5.978
H 0.048 2.491 8.797
H 1.824 2.480 8.080
H 0.965 4.057 8.416
H -1.682 2.361 7.537
H -1.835 4.085 6.920
H -0.661 2.428 3.711
H -1.368 4.099 4.238
H -2.438 2.861 3.357
H -3.433 3.866 5.341
H -3.688 2.775 6.526
H -1.173 0.541 6.170
H -3.004 0.656 6.176
H -1.192 0.161 3.677
H -2.973 0.657 3.458
H -2.192 -1.689 5.471
H -3.857 -1.173 4.904
H -3.902 -2.431 2.924
H -2.630 -3.413 3.796
H -2.240 -1.661 1.302
H -0.782 -1.588 2.526
H -0.955 -4.350 2.402
H -1.798 -3.972 0.736
H 1.048 -3.081 1.789
H 0.687 -4.228 0.396
H 1.373 -1.829 -0.433
H -0.208 -1.125 0.169
H -1.550 -2.487 -1.479
H -0.276 -3.810 -1.510
H 1.141 -2.824 -3.094
H -0.525 -2.352 -3.716
H -0.247 -0.014 -2.351
H 1.523 -0.399 -2.075
H 1.865 0.865 -4.033
H 1.478 -0.717 -4.960
H 0.058 2.920 -3.826
H -2.418 3.398 -5.306
H -3.010 0.875 -6.752
H -0.852 -0.986 -6.115
C -1.791 6.249 -3.829
C -3.173 6.840 -3.607
C -3.382 7.230 -2.152
O -4.163 5.887 -3.989
H -1.654 5.340 -3.233
H -1.659 5.962 -4.876
H -1.008 6.963 -3.561
H -3.304 7.718 -4.245
H -3.301 6.356 -1.498
H -4.384 7.643 -2.005
H -2.647 7.974 -1.833
H -4.056 5.106 -3.430
C 4.957 2.092 10.866
C 4.200 3.132 10.056
C 4.586 4.544 10.468
O 2.796 2.950 10.243
H 4.729 2.187 11.933
H 4.662 1.083 10.568
H 6.037 2.195 10.731
H 4.407 2.991 8.991
H 4.345 4.723 11.521
H 4.026 5.281 9.886
H 5.655 4.720 10.320
H 2.603 3.074 11.182
C 0.957 -4.277 -8.393
C 0.277 -2.936 -8.167
C 0.647 -1.939 -9.253
O 0.664 -2.416 -6.894
H 2.046 -4.172 -8.372
H 0.692 -4.981 -7.599
H 0.667 -4.709 -9.354
H -0.808 -3.073 -8.146
H 1.725 -1.752 -9.262
H 0.160 -0.976 -9.072
H 0.348 -2.301 -10.240
H 1.623 -2.291 -6.902
C 5.222 -3.456 3.345
C 3.836 -2.871 3.564
C 3.625 -2.476 5.018
O 2.851 -3.831 3.186
H 5.364 -4.360 3.946
H 5.356 -3.746 2.300
H 6.001 -2.736 3.611
H 3.701 -1.996 2.922
H 3.712 -3.346 5.676
H 2.621 -2.067 5.163
H 4.356 -1.726 5.333
H 2.963 -4.610 3.748
C -1.886 -6.978 -12.569
C -1.447 -5.767 -11.759
C -1.809 -4.469 -12.464
O -0.035 -5.819 -11.557
H -1.390 -6.995 -13.545
H -1.608 -7.903 -12.056
H -2.967 -6.976 -12.727
H -1.918 -5.794 -10.773
H -1.311 -4.400 -13.436
H -1.478 -3.608 -11.876
H -2.888 -4.392 -12.619
H 0.392 -5.796 -12.424
*
```